# 1
The following is a DFT calculation (wB97M-V/def2-TZVPD) of the molecule C5H9NO.

Computed properties:
- E_tot (hartree) = -325.77380

```
! wB97M-V def2-TZVPD RIJCOSX def2/J DEFGRID3
* xyz 0 1
C -1.238 -0.145 1.145
C -1.114 -0.158 -0.360
N -0.901 1.103 -1.103
C 0.097 -0.212 -1.203
C 1.352 0.147 -0.406
C 1.892 -1.090 0.281
O 1.230 -2.060 0.563
H -0.498 0.488 1.644
H -2.236 0.180 1.454
H -1.079 -1.173 1.488
H -1.972 -0.659 -0.814
H -1.519 1.313 -1.876
H -0.382 1.891 -0.750
H 1.246 0.884 0.424
H 2.153 0.548 -1.042
H 2.970 -1.056 0.556
*
```



# 2
The following is a DFT calculation (wB97M-V/def2-TZVPD) of the molecule C5H9NO.

Computed properties:
- E_tot (hartree) = -325.86493
- SMILES string = C[C@H]1N[C@H]1CC=O

```
! wB97M-V def2-TZVPD RIJCOSX def2/J DEFGRID3
* xyz 0 1
C -1.508 0.127 1.319
C -1.307 0.058 -0.174
N -0.840 1.278 -0.830
C 0.016 0.093 -0.848
C 1.337 0.203 -0.126
C 2.159 -1.060 -0.186
O 1.846 -2.057 -0.793
H -0.765 0.778 1.786
H -2.494 0.547 1.547
H -1.446 -0.866 1.779
H -2.068 -0.521 -0.699
H -1.291 1.414 -1.731
H 0.082 -0.468 -1.780
H 1.211 0.482 0.928
H 1.945 1.010 -0.562
H 3.121 -1.019 0.370
*
```



# 3
The following is a DFT calculation (wB97M-V/def2-TZVPD) of the molecule C5H9NO in a non-equilibrium geometry.

Computed properties:
- E_tot (hartree) = -325.85425
- SMILES string = C[C@@H]1C(=O)C[C@@H]1N

```
! wB97M-V def2-TZVPD RIJCOSX def2/J DEFGRID3
* xyz 0 1
C 0.467 1.578 0.706
C 0.074 0.751 -0.509
C -1.430 0.288 -0.537
O -2.361 0.888 -1.054
C -1.250 -1.112 -0.125
C 0.508 -0.697 -0.628
N 1.429 -1.160 0.322
H 1.526 1.850 0.673
H 0.268 1.053 1.645
H -0.112 2.505 0.729
H 0.266 1.307 -1.432
H -1.166 -1.300 0.944
H -1.868 -1.844 -0.642
H 0.672 -1.056 -1.643
H 1.702 -2.135 0.257
H 1.275 -0.914 1.294
*
```



We obtain HOMO energy values of -7.37, -9.64, -8.66 eV for the records listed above, in that order.
We obtain energy relative to the best compared isomer or geometry (same formula, charge and spin) values of 102.8, 45.6, 52.3 kcal/mol for the records listed above, in that order.
We obtain frontier orbital gap values of 8.2, 10.7, 9.5 eV for the records listed above, in that order.